This record from the OMol25 dataset describes a 4-piece molecular cluster, C12H20Cl4O4 overall at a distorted geometry. The level of theory is the ωB97M-V functional and the def2-TZVPD basis.

Geometry as XYZ:
```
40
Properties=species:S:1:pos:R:3
Cl -5.745 4.601 4.340
C -4.470 5.362 3.373
C -4.153 6.663 4.148
Cl -2.682 7.565 3.585
H -4.806 5.627 2.371
H -3.684 4.608 3.324
H -3.889 6.578 5.202
H -4.900 7.412 3.882
Cl 0.632 3.316 -2.795
C -0.086 3.092 -1.206
C -0.772 1.724 -1.247
Cl -1.245 1.417 0.470
H -0.806 3.878 -0.981
H 0.786 3.273 -0.577
H -0.149 0.882 -1.551
H -1.712 1.749 -1.797
O 7.135 -0.647 0.366
C 6.339 -0.372 1.247
O 6.724 -0.534 2.554
C 5.722 -0.056 3.381
C 4.672 0.632 2.538
C 4.863 0.104 1.178
H 6.043 0.696 4.102
H 5.294 -0.874 3.960
H 4.765 1.710 2.408
H 3.688 0.344 2.908
H 4.728 0.745 0.307
H 4.292 -0.753 0.819
O -1.934 -7.478 -5.878
C -2.101 -6.789 -4.925
O -2.794 -7.132 -3.827
C -2.867 -6.093 -2.834
C -2.029 -4.957 -3.339
C -1.800 -5.272 -4.788
H -2.488 -6.458 -1.879
H -3.863 -5.790 -2.513
H -1.086 -4.941 -2.792
H -2.279 -3.966 -2.958
H -0.793 -5.036 -5.132
H -2.549 -4.827 -5.444
```

Properties
SMILES string	O=C1CCCO1.O=C1CCCO1.ClCCCl.ClCCCl
LUMO	0.0053	hartree
gap between HOMO and LUMO	10.501	eV
energy relative to the best compared isomer or geometry (same formula, charge and spin)	1.954	eV
multiplicity	1
HOMO	-10.357	eV

This record from the OMol25 dataset describes C12H20ClI2LaOP2 as an isolated structure at a distorted geometry. The level of theory is the ωB97M-V functional and the def2-TZVPD basis.

Geometry as XYZ:
```
39
Properties=species:S:1:pos:R:3
I -1.899 2.428 0.507
I 0.854 -0.486 -2.549
La -1.343 -0.618 -0.251
P -2.883 0.476 -2.599
C -2.713 1.944 -3.669
C -3.079 -0.864 -3.840
H -4.838 -0.149 -1.295
H -5.299 0.601 -2.868
H -4.721 1.616 -1.487
C -4.618 0.658 -2.006
H -3.149 -1.826 -3.314
H -3.988 -0.683 -4.430
H -3.538 1.980 -4.389
H -1.753 1.886 -4.194
H -2.191 -0.886 -4.483
H -2.716 2.842 -3.041
C -0.153 1.951 -1.632
O 0.482 2.870 -1.910
Cl -2.839 -2.588 0.291
C 1.150 -2.713 2.114
P 0.973 -0.974 1.553
C -0.068 -0.290 2.921
C 2.635 -0.329 1.912
C 2.824 0.913 2.552
C 4.115 1.355 2.856
C 5.228 0.601 2.484
C 5.053 -0.591 1.769
C 3.769 -1.043 1.462
H 0.171 -3.207 2.104
H 1.574 -2.760 3.128
H 1.807 -3.260 1.427
H 0.417 -0.532 3.882
H -0.176 0.798 2.804
H -1.077 -0.737 2.886
H 1.960 1.516 2.831
H 4.245 2.296 3.393
H 6.228 0.943 2.733
H 5.921 -1.175 1.456
H 3.634 -1.965 0.894
```

Properties
LUMO (alpha / beta)	-0.3505 / -0.4100	hartree
charge	+2
gap between HOMO and LUMO (alpha / beta)	5.120 / 3.785	eV
multiplicity	1
HOMO (alpha / beta)	-14.658 / -14.942	eV

This record from the OMol25 dataset describes C12H20CuO10S as an isolated structure at a distorted geometry. The level of theory is the ωB97M-V functional and the def2-TZVPD basis.

Geometry as XYZ:
```
44
Properties=species:S:1:pos:R:3
Cu 0.471 -0.175 -0.618
O -1.252 1.291 -1.660
C -0.478 2.012 -2.588
C 0.810 1.356 -3.149
O 1.801 0.896 -2.265
H -0.178 2.973 -2.171
H -1.027 2.282 -3.491
H 1.324 1.990 -3.872
H 0.610 0.533 -3.835
O 2.094 -1.714 0.147
C 2.587 -2.425 -0.687
O 3.147 -3.602 -0.287
C 3.492 -4.404 -1.417
C 2.596 -3.715 -2.504
C 2.703 -2.240 -2.215
H 3.282 -5.446 -1.171
H 4.537 -4.392 -1.724
H 1.596 -4.146 -2.470
H 3.061 -3.995 -3.449
H 1.908 -1.716 -2.746
H 3.625 -1.756 -2.537
O -0.141 0.359 1.809
C 0.007 1.577 1.864
O -0.863 2.302 2.613
C -0.283 3.618 2.854
C 0.685 3.859 1.677
C 1.135 2.459 1.241
H 0.187 3.421 3.817
H -1.162 4.262 2.858
H 1.486 4.543 1.957
H 0.087 4.369 0.922
H 2.158 2.199 1.514
H 1.071 2.270 0.169
C -2.836 -1.084 2.560
C -3.001 -0.141 1.317
O -4.242 -0.488 0.728
S -5.204 -1.144 1.909
O -6.136 -2.185 1.468
O -5.735 -0.085 2.791
O -3.934 -1.844 2.676
H -2.667 -0.535 3.486
H -2.107 -1.869 2.361
H -2.288 -0.382 0.528
H -2.930 0.912 1.590
```

Properties
LUMO	0.0976	hartree
charge	-1
gap between HOMO and LUMO	5.818	eV
energy relative to the best compared isomer or geometry (same formula, charge and spin)	0.000	eV
multiplicity	1
HOMO	-3.163	eV

This record from the OMol25 dataset describes one molecule with the formula C12H20F4NO2. The level of theory is the ωB97M-V functional and the def2-TZVPD basis.

Geometry as XYZ:
```
39
Properties=species:S:1:pos:R:3
C 0.970 1.535 1.700
C 1.406 0.659 0.507
C 2.937 0.721 0.393
C 0.749 1.146 -0.804
C -0.395 0.269 -1.293
F -0.770 0.749 -2.572
C -1.677 0.264 -0.444
C -2.526 1.541 -0.505
O -1.817 2.734 -0.236
C -3.701 1.432 0.463
F -4.551 2.458 0.347
F -4.410 0.312 0.271
F -3.277 1.425 1.744
C 0.144 -1.142 -1.486
C 0.739 -1.777 -0.206
C -0.222 -2.826 0.415
C 2.075 -2.452 -0.545
N 0.957 -0.724 0.829
O 1.368 -1.163 1.956
H 1.009 2.593 1.411
H 1.621 1.372 2.561
H -0.059 1.298 1.994
H 3.244 1.774 0.460
H 3.403 0.178 1.222
H 3.305 0.336 -0.563
H 0.405 2.177 -0.696
H 1.491 1.144 -1.615
H -2.308 -0.557 -0.810
H -1.430 0.032 0.599
H -2.974 1.652 -1.499
H -1.774 2.876 0.717
H -0.657 -1.772 -1.883
H 0.914 -1.074 -2.267
H -1.191 -2.840 -0.090
H -0.391 -2.608 1.474
H 0.204 -3.830 0.361
H 2.808 -1.753 -0.957
H 2.493 -2.933 0.347
H 1.888 -3.228 -1.299
```

Properties
LUMO (alpha / beta)	0.0240 / 0.0136	hartree
gap between HOMO and LUMO (alpha / beta)	9.011 / 10.133	eV
expectation value of S²	0.75
multiplicity	2
HOMO (alpha / beta)	-8.357 / -9.764	eV

This record from the OMol25 dataset describes C12H20F6InNO3 as an isolated structure at a distorted geometry. The level of theory is the ωB97M-V functional and the def2-TZVPD basis.

Geometry as XYZ:
```
43
Properties=species:S:1:pos:R:3
O 2.742 -1.720 0.400
C 2.452 -0.702 0.989
C 3.285 0.480 1.139
In 3.484 1.737 -0.713
C 1.586 2.787 -1.217
C 0.335 2.004 -0.786
C -0.415 1.480 -2.013
C -1.301 0.311 -1.724
F -1.987 0.524 -0.568
F -2.210 0.115 -2.702
C -0.548 -1.039 -1.544
F -0.611 -1.769 -2.656
F -1.141 -1.743 -0.534
F 0.725 -0.865 -1.208
C 4.293 0.647 -2.526
C 3.954 -0.762 -2.593
O 4.660 -1.693 -2.268
F 2.700 -1.039 -3.068
H 1.440 -0.658 1.465
H 4.290 0.154 1.372
H 2.922 1.054 1.987
H 4.714 2.981 -0.341
H 1.582 3.771 -0.772
H 1.559 2.945 -2.290
H 0.560 1.209 -0.084
H -0.347 2.685 -0.288
H 0.244 1.249 -2.838
H -1.059 2.280 -2.358
H 5.363 0.710 -2.459
H 3.880 1.183 -3.371
C -3.665 -2.489 4.146
C -3.570 -1.183 3.439
O -3.774 -0.105 3.881
N -3.088 -1.221 2.003
C -4.076 -0.636 1.026
H -4.056 -2.316 5.142
H -4.327 -3.171 3.607
H -2.672 -2.940 4.218
H -2.790 -2.157 1.722
H -2.279 -0.588 1.994
H -4.977 -1.242 1.007
H -3.586 -0.650 0.060
H -4.289 0.383 1.324
```

Properties
LUMO	-0.0672	hartree
gap between HOMO and LUMO	5.553	eV
energy relative to the best compared isomer or geometry (same formula, charge and spin)	0.000	eV
multiplicity	1
HOMO	-7.383	eV

This record from the OMol25 dataset describes C12H20FNO7P2V as an isolated structure at a distorted geometry. The level of theory is the ωB97M-V functional and the def2-TZVPD basis.

Geometry as XYZ:
```
44
Properties=species:S:1:pos:R:3
V 0.115 0.348 0.876
N -3.262 0.525 -1.223
C -2.096 1.434 -1.428
C -2.412 2.499 -2.448
P -0.646 0.349 -1.908
O -1.418 -0.573 -2.970
O 0.516 1.068 -2.412
O -0.405 -0.580 -0.701
P -1.535 2.026 0.223
O -2.363 3.337 0.432
O -0.027 2.132 0.303
O -1.900 0.883 1.158
H -3.203 -0.233 -1.926
H -4.159 1.019 -1.324
H -3.191 0.125 -0.266
H -2.759 2.052 -3.380
H -1.511 3.065 -2.679
H -3.164 3.198 -2.080
H -0.902 -0.723 -3.765
H -2.214 3.920 1.182
C 0.377 -1.888 4.015
C -0.212 -1.887 2.647
C -1.037 -3.034 2.179
O 0.012 -0.945 1.872
H -0.259 -2.402 4.731
H 0.577 -0.869 4.353
H 1.328 -2.430 3.981
H -0.423 -3.933 2.075
H -1.485 -2.809 1.208
H -1.805 -3.264 2.917
F 3.745 -1.422 -3.152
C 3.320 -0.900 -2.020
C 2.986 -1.766 -0.974
C 2.572 -1.238 0.222
C 2.449 0.178 0.381
C 2.059 0.748 1.629
C 2.805 1.022 -0.712
C 3.232 0.489 -1.900
H 3.101 -2.829 -1.120
H 2.395 -1.893 1.069
H 2.247 1.820 1.727
H 2.293 0.172 2.531
H 2.762 2.097 -0.588
H 3.499 1.112 -2.739
```

Properties
LUMO (alpha / beta)	-0.2787 / -0.2716	hartree
charge	+2
gap between HOMO and LUMO (alpha / beta)	7.867 / 7.080	eV
expectation value of S²	1.19
multiplicity	2
HOMO (alpha / beta)	-15.452 / -14.471	eV

This record from the OMol25 dataset describes one molecule with the formula C12H20N4O3 at a distorted geometry. The level of theory is the ωB97M-V functional and the def2-TZVPD basis.

Geometry as XYZ:
```
39
Properties=species:S:1:pos:R:3
C 2.172 1.856 -0.466
C 0.673 1.890 -0.248
C 2.885 1.050 0.652
C 3.054 -0.410 0.372
C 4.184 -1.147 0.314
C 2.459 -2.404 -0.119
C -1.404 0.530 0.003
C -1.580 0.340 1.513
C -2.037 -0.588 -0.821
C -1.891 -1.981 -0.166
C -3.435 -0.307 -1.332
C -4.523 -0.092 -0.232
H 2.184 3.701 -1.274
H 2.236 3.738 0.259
H 2.417 1.427 -1.440
H 3.882 1.457 0.892
H 2.347 1.275 1.618
H 5.224 -0.841 0.432
H 1.942 -3.280 -0.508
H 4.436 -3.189 -0.082
H 0.433 -0.137 -0.275
H -1.870 1.505 -0.213
H -1.387 -0.639 -1.694
H -2.272 -2.834 -0.767
H -2.491 -2.074 0.750
H -0.844 -2.126 0.110
H -3.466 0.537 -2.044
H -3.780 -1.159 -1.941
H -4.537 -0.988 0.402
H -5.505 -0.043 -0.738
H -4.286 0.786 0.387
H -0.704 0.258 3.143
N 2.720 3.276 -0.522
N 1.955 -1.175 0.074
N 3.783 -2.407 -0.013
N -0.006 0.690 -0.344
O 0.063 2.926 -0.010
O -2.624 0.294 2.122
O -0.407 0.283 2.209
```

Properties
SMILES string	CC[C@H](C)[C@H](NC(=O)[C@@H](N)Cc1c[nH]cn1)C(=O)O
LUMO	0.0172	hartree
gap between HOMO and LUMO	9.693	eV
energy relative to the best compared isomer or geometry (same formula, charge and spin)	1.050	eV
multiplicity	1
HOMO	-9.224	eV

This record from the OMol25 dataset describes one molecule with the formula C12H20O4 at a distorted geometry. The level of theory is the ωB97M-V functional and the def2-TZVPD basis.

Geometry as XYZ:
```
36
Properties=species:S:1:pos:R:3
C -0.087 2.654 2.345
C 0.673 2.946 1.044
C -0.204 3.445 -0.089
C -1.151 2.410 -0.712
C -0.450 1.087 -1.107
C -0.883 -0.028 -0.174
C -0.293 -1.443 -0.502
C 1.180 -1.278 -0.713
C 1.848 -2.570 -1.058
C 1.998 -3.518 0.050
O 3.095 -2.737 -0.541
C -0.772 -2.325 0.624
O -2.153 -2.474 0.271
C -2.148 -2.574 -1.097
O -3.004 -3.152 -1.757
O -1.066 -1.944 -1.602
H -1.034 3.172 2.373
H -0.266 1.594 2.472
H 0.522 2.946 3.187
H 1.287 2.103 0.759
H 1.375 3.739 1.273
H -0.807 4.272 0.261
H 0.448 3.796 -0.880
H -1.950 2.197 -0.012
H -1.533 2.845 -1.623
H 0.612 1.285 -1.052
H -0.675 0.837 -2.137
H -0.547 0.225 0.825
H -1.960 -0.072 -0.187
H 1.400 -0.657 -1.569
H 1.677 -0.951 0.186
H 1.641 -2.978 -2.017
H 2.307 -4.528 -0.122
H 1.912 -3.101 1.033
H -0.589 -1.881 1.592
H -0.401 -3.344 0.658
```

Properties
SMILES string	CCCCCC[C@@]1(C[C@@H]2CO2)COC(=O)O1
LUMO	0.0225	hartree
gap between HOMO and LUMO	11.025	eV
energy relative to the best compared isomer or geometry (same formula, charge and spin)	1.879	eV
multiplicity	1
HOMO	-10.412	eV